1.
14
Properties=species:S:1:pos:R:3 method="wB97M-V/def2-TZVPD" spin_multiplicity=1 e_homo_ev=-21.180 charge=+2 smiles="CC#[N+]N[N+](C)=O" orbital_gap_ha=0.3571 lumo_energy_ev=-11.462
C -2.84020 0.56109 0.02838
C -1.47106 0.48580 -0.05139
N -0.31584 0.58200 0.07165
N 0.94371 0.84458 -0.02679
N 2.04682 -0.00024 0.03315
C 1.79108 -1.37038 -0.02391
O 3.09735 0.55162 -0.01920
H -3.45778 -0.27912 -0.34724
H -3.16996 1.44255 -0.54291
H -3.07016 0.71775 1.10765
H 1.18147 1.84582 -0.35200
H 1.06689 -1.56421 -0.68445
H 1.49634 -1.68740 0.93813
H 2.70134 -2.12986 -0.13108

=====

2.
93
Properties=species:S:1:pos:R:3 method="wB97M-V/def2-TZVPD" spin_multiplicity=1 e_homo_ev=-7.298 orbital_gap_ha=0.2445 lumo_energy_ev=-0.646
Au -0.48335 0.19747 -0.83678
C 3.82679 5.30272 0.08780
C 3.46877 4.18741 -0.89448
Ge 2.01728 3.01587 -0.28862
C 2.39400 2.26522 1.48849
C 3.28827 1.03255 1.51930
C 0.44981 4.12861 -0.21444
C -0.88259 4.01507 -0.19394
Ge -1.73900 2.18731 -0.23821
C -2.46124 1.89715 1.59991
C -3.37357 2.91936 2.27224
C -3.27656 2.07400 -1.54001
C -4.73972 2.16871 -1.10251
C -1.71403 5.25227 -0.01738
C -3.09727 5.16165 -0.13065
C -3.92704 6.26465 0.01036
C -3.38362 7.50761 0.28297
C -2.00524 7.62353 0.41757
C -1.18675 6.51757 0.27086
H 4.63779 5.92434 -0.29615
H 4.15415 4.90246 1.04933
H 2.98112 5.96553 0.28153
H 4.33624 3.55150 -1.08298
H 3.17270 4.60248 -1.86049
H 1.43031 2.06316 1.96227
H 2.84944 3.08002 2.05977
H 2.81296 0.19539 1.01365
H 3.49818 0.72112 2.54453
H 4.24493 1.21324 1.02328
H 0.86337 5.13402 -0.10263
H -1.57629 1.73099 2.22379
H -2.96093 0.92190 1.54418
H -2.87484 3.88303 2.39094
H -3.67988 2.58276 3.26683
H -4.28311 3.09984 1.69651
H -3.12572 1.07144 -1.94819
H -3.06930 2.75520 -2.37119
H -4.93288 1.55109 -0.22158
H -5.40352 1.81379 -1.89557
H -5.06444 3.18244 -0.86687
H -3.53284 4.19578 -0.32333
H -4.99897 6.14470 -0.08832
H -4.01982 8.37564 0.39788
H -1.56291 8.58588 0.64312
H -0.12248 6.66046 0.39655
Br -3.90401 -4.99246 -3.27795
C -3.17807 -3.96932 -1.88072
C -3.79688 -3.89789 -0.64597
C -3.19421 -3.12874 0.33717
C -2.02166 -2.46289 0.06783
N -1.42981 -2.55194 -1.13907
C -1.99414 -3.29633 -2.10135
H -4.72227 -4.42444 -0.46143
H -3.63329 -3.03130 1.31923
H -1.52014 -1.82770 0.78287
H -1.47215 -3.34205 -3.04398
Cl 2.19572 1.36845 -1.71353
C -0.12009 -1.89260 -1.35694
Ge 1.20180 -3.06010 -0.43836
C 1.27552 -2.71700 1.48346
C 0.84531 -1.51573 2.04432
C 0.96274 -1.28178 3.40878
C 1.51891 -2.24745 4.23355
C 1.96019 -3.44648 3.68971
C 1.83990 -3.67609 2.32706
C 2.97679 -2.89878 -1.21840
C 3.59013 -3.92997 -1.92927
C 4.86119 -3.76559 -2.46273
C 5.53648 -2.56554 -2.29394
C 4.94372 -1.53669 -1.57707
C 3.67741 -1.70874 -1.03839
C 0.45551 -4.85726 -0.72927
C 0.43409 -5.40156 -2.01748
C -0.26902 -6.56397 -2.30104
C -0.98471 -7.20255 -1.29746
C -0.98560 -6.67392 -0.01551
C -0.27198 -5.51358 0.26299
H 0.07386 -1.99833 -2.42644
H 0.40785 -0.74527 1.41376
H 0.62253 -0.34026 3.82261
H 1.61200 -2.06676 5.29695
H 2.40108 -4.20257 4.32713
H 2.19932 -4.61502 1.91860
H 3.09055 -4.88267 -2.05426
H 5.32525 -4.57784 -3.00801
H 6.52493 -2.43535 -2.71585
H 5.46191 -0.59628 -1.43753
H 3.23102 -0.89816 -0.48189
H 0.96295 -4.90450 -2.82471
H -0.26650 -6.96525 -3.30678
H -1.54045 -8.10555 -1.51545
H -1.54168 -7.16513 0.77371
H -0.29023 -5.11590 1.27175

=====

3.
14
Properties=species:S:1:pos:R:3 method="wB97M-V/def2-TZVPD" spin_multiplicity=1 e_homo_ev=-9.946 smiles="O=C1CN1.CC=O" orbital_gap_ha=0.3868 lumo_energy_ev=0.580
O -0.96099 -1.28457 -0.05781
C -0.32884 -0.89662 -1.01854
C -0.13702 0.27982 -1.87756
N 0.40095 -1.36581 -1.99133
H 0.70180 0.97573 -1.82010
H -0.98733 0.67569 -2.44209
H 0.41403 -2.38835 -2.13662
C 0.44196 0.13884 1.99741
C -0.27565 1.05060 1.07219
O 0.23190 1.63298 0.13723
H -0.22626 -0.64314 2.36530
H 0.67065 0.80518 2.83435
H 1.36310 -0.24861 1.55300
H -1.30688 1.27774 1.38935

=====

4.
8
Properties=species:S:1:pos:R:3 method="wB97M-V/def2-TZVPD" spin_multiplicity=1 e_homo_ev="-9.379 / -9.372" smiles="CC#N.O=S" orbital_gap_ha="0.2869 / 0.2863" lumo_energy_ev="-1.573 / -1.583"
C -1.09357 -0.09918 -0.60604
C -0.47643 1.09990 -0.00032
N 0.01153 2.02678 0.44837
H -1.69065 -0.49681 0.16398
H -1.66738 0.31718 -1.46099
H -0.24085 -0.73426 -0.88297
O 1.93835 -1.38535 1.02008
S 3.21901 -0.72827 1.31789

=====

5.
15
Properties=species:S:1:pos:R:3 method="wB97M-V/def2-TZVPD" spin_multiplicity=1 e_homo_ev=-17.419 charge=+2 orbital_gap_ha=0.3650 lumo_energy_ev=-7.486
C -2.89806 -2.50353 -2.37378
N -1.76725 -2.22479 -2.83137
N 3.37495 2.93086 2.55121
N 1.80110 1.68967 3.72914
N -1.36224 -1.16271 -3.47057
N 2.40834 2.76509 3.25589
H -3.68073 -2.06826 -2.92271
H -3.09462 -3.08419 -1.39911
H -1.03297 -2.82047 -2.53746
H 3.94359 2.19958 2.11677
H 2.11920 0.72630 3.69855
H 0.89608 1.58417 4.19022
H -0.53862 -1.11587 -4.04715
H -2.12498 -0.50180 -3.57240
H 1.95621 3.58596 3.61278

=====

6.
14
Properties=species:S:1:pos:R:3 method="wB97M-V/def2-TZVPD" spin_multiplicity=1 e_homo_ev=-12.350 charge=+1 smiles="[NH3+][C@@H]1C[C@H]1C=S" orbital_gap_ha=0.3014 lumo_energy_ev=-4.149
N -1.49585 1.17415 0.10902
C -0.48106 0.16794 -0.42331
C -0.36809 -1.13612 0.23562
C 0.81001 -0.23764 0.37535
C 2.00059 -0.34511 -0.44586
S 3.36999 0.33934 0.12502
H -2.50790 0.86023 -0.21201
H -1.37454 2.14993 -0.17018
H -1.29163 1.13842 1.02848
H -0.44596 0.20284 -1.44908
H -0.33139 -2.06577 -0.34174
H -0.94366 -1.40165 1.13532
H 1.10742 0.28137 1.29869
H 1.95204 -1.12794 -1.26532

=====

7.
136
Properties=species:S:1:pos:R:3 method="wB97M-V/def2-TZVPD" spin_multiplicity=1 e_homo_ev=-18.586 charge=+5 orbital_gap_ha=0.2279 lumo_energy_ev=-12.384
B 3.66132 -8.54232 -1.35690
F 4.81189 -9.31927 -1.52701
F 2.78594 -8.64289 -2.39256
F 3.09037 -8.83795 -0.18696
F 4.07157 -7.24394 -1.28289
B 0.98372 -8.35613 -5.94126
F 0.39828 -7.40100 -5.04169
F 1.62196 -7.57944 -6.92203
F 1.72581 -9.13666 -5.14731
F -0.01930 -9.03459 -6.49387
C 0.47554 -12.45241 -0.52849
C 1.61985 -11.78015 -1.29752
C 2.59611 -12.75118 -2.01531
O 3.50419 -11.90403 -2.57935
C 4.68315 -12.53825 -3.15414
N 0.96128 -10.76465 -2.18940
H 0.38601 -11.20863 -2.89087
H 0.32294 -10.15547 -1.69794
H 1.74204 -10.26105 -2.58551
H -0.12705 -13.04331 -1.21829
H -0.21492 -11.80206 0.00855
H 0.82851 -13.16582 0.21621
H 2.21167 -11.07872 -0.70943
H 2.10277 -13.41667 -2.72371
H 3.11764 -13.42879 -1.33933
H 4.57984 -13.04433 -4.11399
H 5.20055 -13.32609 -2.60668
H 5.36201 -11.72104 -3.39786
C -5.08808 -10.61255 -4.36462
C -3.64138 -10.42906 -3.99264
C -3.04997 -11.53395 -3.09758
O -3.67476 -11.57240 -1.84128
C -3.46161 -12.73775 -1.03284
N -2.73366 -10.18349 -5.24029
H -1.74937 -10.30612 -5.04997
H -2.91993 -10.80806 -6.01186
H -2.94233 -9.25105 -5.56758
H -5.68061 -10.53025 -3.45344
H -5.35261 -11.62076 -4.68341
H -5.47702 -9.85833 -5.04871
H -3.53169 -9.44971 -3.52685
H -2.00447 -11.32172 -2.87403
H -3.08406 -12.53453 -3.52861
H -3.68891 -12.70152 0.03258
H -2.46827 -13.16445 -1.17180
H -4.12256 -13.45514 -1.51924
C 1.60327 -5.60863 -2.35737
C 0.17810 -5.07848 -1.92630
C 0.38436 -3.50614 -1.96033
O -0.92913 -2.94224 -1.94484
C -1.12934 -1.50761 -1.93573
N -0.85420 -5.50655 -2.98906
H -0.88090 -6.51504 -3.03730
H -1.82215 -5.34179 -2.75240
H -0.58844 -5.03602 -3.84234
H 1.44306 -6.68240 -2.45465
H 2.44138 -5.52201 -1.66588
H 1.95463 -5.27903 -3.33513
H -0.18276 -5.36573 -0.93869
H 1.12124 -3.07734 -2.63947
H 0.77611 -3.21574 -0.98550
H -0.49258 -1.10638 -1.14728
H -2.16340 -1.24219 -1.71581
H -0.82902 -1.04599 -2.87638
C -0.83316 -5.74544 -9.65924
C -1.80958 -6.45053 -8.74836
C -2.06688 -7.92268 -9.18282
O -2.91507 -8.68867 -8.30481
C -4.25988 -8.35400 -8.37066
N -1.27365 -6.50854 -7.31490
H -2.02336 -6.57810 -6.64170
H -0.46683 -7.10267 -7.18778
H -0.89680 -5.59264 -7.11692
H 0.02863 -6.36243 -9.91369
H -0.54436 -4.84487 -9.11733
H -1.20884 -5.48266 -10.64813
H -2.75419 -5.91004 -8.68769
H -1.15104 -8.51263 -9.21906
H -2.50223 -7.98642 -10.18007
H -4.73357 -8.83341 -7.51399
H -4.71739 -8.75018 -9.27721
H -4.43044 -7.29894 -8.15648
C 4.43704 -6.49485 -4.52278
C 5.38304 -7.64824 -4.58428
C 6.60794 -7.44299 -3.72844
O 7.48651 -8.58133 -3.75096
C 8.70256 -8.48180 -3.04604
N 4.63132 -8.96184 -4.38842
H 4.08557 -8.93521 -3.53898
H 3.94728 -9.04313 -5.12705
H 5.16959 -9.81642 -4.39564
H 4.40299 -6.10643 -3.50491
H 3.40424 -6.66709 -4.82569
H 4.74965 -5.60206 -5.06436
H 5.83290 -7.62809 -5.57691
H 6.22712 -7.17158 -2.74386
H 7.23642 -6.62420 -4.07873
H 8.51120 -7.92171 -2.13073
H 9.54056 -7.95903 -3.50709
H 8.92992 -9.52146 -2.81042
C 4.29622 -7.46391 -8.91967
C 3.09350 -6.65561 -9.36527
C 3.11626 -5.24818 -8.89412
O 4.14792 -4.46627 -9.46395
C 4.04105 -3.11643 -8.84324
N 2.92316 -6.67368 -10.89898
H 3.83000 -6.73265 -11.33972
H 2.32672 -7.44383 -11.16591
H 2.44053 -5.86109 -11.25517
H 5.23628 -6.94998 -9.12037
H 4.46336 -8.37999 -9.48621
H 4.18601 -7.80166 -7.88920
H 2.16291 -7.14745 -9.08208
H 3.20234 -5.31926 -7.80985
H 2.16862 -4.70979 -8.90896
H 3.98974 -3.02839 -7.75801
H 3.29326 -2.43971 -9.25671
H 4.99240 -2.72259 -9.20092
C -0.61300 -11.84575 -8.70244
C 0.91582 -11.76644 -8.88305
C 1.52801 -10.92436 -10.02350
O 2.88196 -11.16563 -10.07974
C 3.60525 -10.57008 -11.16216
N 1.56167 -11.46389 -7.48942
H 1.47706 -12.20639 -6.80998
H 2.54534 -11.30128 -7.65081
H 1.20834 -10.62430 -7.05314
H -0.99521 -10.84544 -8.49898
H -0.76454 -12.55656 -7.89011
H -1.11523 -12.11410 -9.63188
H 1.19837 -12.80103 -9.07772
H 1.36908 -9.85314 -9.89968
H 1.11043 -11.14708 -11.00540
H 3.36882 -10.98487 -12.14203
H 4.65701 -10.74949 -10.93919
H 3.36914 -9.50854 -11.23625

=====

8.
19
Properties=species:S:1:pos:R:3 method="wB97M-V/def2-TZVPD" spin_multiplicity=1 e_homo_ev=-10.403 smiles="CNC(=O)O.O.O.O" orbital_gap_ha=0.3964 lumo_energy_ev=0.385
C -2.35437 2.57714 -0.81778
N -1.76694 1.52305 -0.02690
C -0.45646 1.23559 0.11833
O 0.10948 0.34217 0.70241
O 0.26326 2.10269 -0.67352
H -2.49328 3.51135 -0.27887
H -1.83012 2.79415 -1.74224
H -3.30882 2.18716 -1.17364
H -2.36723 1.01390 0.57496
H 1.18234 1.92248 -0.54679
O 0.45044 -2.62362 2.92399
H -0.05203 -2.10173 2.26897
H 0.61754 -1.91077 3.51631
O 4.81943 -3.63383 0.82219
H 5.64547 -3.21884 1.09525
H 4.13367 -2.96769 0.68686
O -0.64521 -0.71850 -2.71308
H -0.37734 -1.07774 -1.85707
H -1.56984 -0.95695 -2.87938

=====

9.
118
Properties=species:S:1:pos:R:3 method="wB97M-V/def2-TZVPD" spin_multiplicity=1 e_homo_ev=-9.215 orbital_gap_ha=0.3525 lumo_energy_ev=0.376
C -2.95481 -1.42573 1.06167
O -1.88075 -0.67532 0.58168
P -0.45324 -1.39055 0.19488
O -0.52568 -2.83413 -0.17564
O 0.09654 -0.39961 -0.85879
C -0.12087 -0.36138 -2.28102
O 0.34054 -1.01510 1.60080
C 0.31396 0.22283 2.33762
H -3.89745 -1.15159 0.58794
H -3.03163 -1.35302 2.14652
H -2.87992 -2.47079 0.76107
H -1.17505 -0.49198 -2.52543
H 0.37625 -1.07175 -2.94157
H 0.20538 0.62674 -2.60551
H 0.12332 0.00033 3.38751
H -0.22316 0.99651 1.78897
H 1.38147 0.44158 2.31188
C 4.50363 2.15709 -2.27616
O 4.85177 0.94704 -1.52204
P 4.05188 0.60584 -0.16618
O 3.87151 1.66933 0.85556
O 4.94994 -0.71424 0.39610
C 5.15795 -1.93079 -0.39935
O 2.66028 -0.08911 -0.67316
C 2.01004 -0.95342 0.24637
H 4.10044 1.80901 -3.22714
H 5.38694 2.75603 -2.49785
H 3.65087 2.77120 -1.98675
H 4.66949 -1.79503 -1.36428
H 4.59172 -2.71180 0.10809
H 6.21905 -2.10993 -0.57278
H 2.50816 -1.91724 0.35134
H 0.98364 -1.17884 -0.04312
H 1.82316 -0.43834 1.18865
O -1.20843 2.09125 -5.26135
C -0.42873 2.68545 -4.52324
O 0.50311 2.07843 -3.80926
C 0.76597 0.71755 -4.15237
C 1.77235 0.70244 -5.32763
C -0.64049 4.19297 -4.13131
H -0.09805 0.09866 -4.39433
H 1.45999 0.29970 -3.42310
H 1.95224 -0.34801 -5.55632
H 2.73601 1.03354 -4.94054
H 1.53869 1.13160 -6.30196
H -0.55194 4.22207 -3.04530
H -1.71167 4.38774 -4.18365
H -0.03542 4.89152 -4.70926
O 0.24507 5.43435 -2.27070
C -0.36529 4.91490 -1.28735
O -0.10662 3.70973 -0.77718
C 0.94221 2.80025 -1.32466
C 1.60197 2.24417 -0.03751
C -1.48702 5.80926 -0.64815
H 1.68561 3.27891 -1.96210
H 0.48792 2.03590 -1.95513
H 2.28040 1.46466 -0.38421
H 0.85444 1.78561 0.60982
H 2.17374 2.96525 0.54664
H -1.40192 5.93011 0.43179
H -2.42045 5.33401 -0.94975
H -1.47960 6.79183 -1.11994
O -3.13776 -0.42402 -2.74213
C -2.40810 -0.75797 -3.66557
O -1.90514 -1.97932 -3.85728
C -2.02925 -3.01429 -2.87376
C -3.37850 -3.70270 -2.94227
C -2.11702 0.20839 -4.75064
H -1.80033 -2.55804 -1.91068
H -1.35937 -3.83155 -3.14105
H -3.80729 -3.89017 -3.92670
H -4.07562 -3.02654 -2.44736
H -3.41820 -4.59540 -2.31809
H -1.42047 0.92183 -4.31025
H -3.01339 0.75286 -5.04755
H -1.70165 -0.29941 -5.62110
O -2.51925 -3.78727 6.97605
C -1.39412 -3.35220 7.06286
O -0.72172 -2.47249 6.26859
C -1.46304 -1.91415 5.21851
C -0.61505 -0.80062 4.51217
C -0.40036 -4.02278 8.06585
H -2.38363 -1.48293 5.61181
H -1.76038 -2.62700 4.44939
H 0.14369 -1.29273 3.90372
H -0.06163 -0.22792 5.25636
H -1.13761 -0.13679 3.82344
H -1.07212 -4.54668 8.74585
H 0.10109 -3.24793 8.64572
H 0.35666 -4.54480 7.48060
O -2.28480 3.15945 0.79712
C -3.22850 2.40436 0.90803
O -3.74147 1.65501 0.00074
C -3.51505 1.89564 -1.40522
C -2.09511 1.36378 -1.78238
C -3.60240 2.04092 2.29517
H -3.83634 2.90930 -1.64471
H -4.19513 1.19030 -1.88283
H -2.04208 0.33174 -1.43568
H -1.32713 1.84728 -1.17863
H -1.54346 1.40176 -2.72171
H -4.38723 1.28731 2.36041
H -3.88826 3.01202 2.69934
H -2.74467 1.54365 2.74809
O 1.67461 -0.42393 4.01287
C 2.30914 -1.49808 4.12206
O 2.19662 -2.64123 3.38998
C 1.34525 -2.62618 2.25476
C 1.61981 -3.82991 1.44451
C 3.26011 -1.64082 5.27658
H 1.53383 -1.69933 1.71301
H 0.31149 -2.60597 2.59978
H 2.58743 -3.78318 0.94487
H 0.97616 -3.94805 0.57281
H 1.79898 -4.79491 1.91861
H 3.30805 -0.71078 5.84297
H 4.25967 -1.87727 4.91178
H 3.00059 -2.51798 5.86933